Formula: C4H6I2
Source: the Open Molecules 2025 dataset
Level of theory: ωB97M-V with the def2-TZVPD basis set

Summary:
- Total energy: -751.23880 hartree
- HOMO level (spin up / spin down): -8.1 / -9.3 eV
- Multiplicity: 3
- Lowest unoccupied orbital energy (spin up / spin down): 0.1 / -1.6 eV

XYZ file:
```
12
Properties=species:S:1:pos:R:3:forces:R:3
H -1.6390 -0.6262 0.0453 -1.8 -0.9 -1.2
C -1.3995 -0.5348 1.0588 2.0 1.2 0.9
H -0.4089 1.0671 -1.0348 1.2 -0.7 0.2
I 0.5227 1.0689 2.8601 -0.6 -0.2 -1.2
H -2.0100 -0.2764 1.8990 -1.2 -0.4 -0.2
C -0.4195 0.4939 0.9720 3.1 0.8 0.7
H 1.0040 1.6956 -0.2602 0.9 1.6 0.6
C 0.4488 0.8198 -0.3225 -2.7 -2.5 0.5
H 2.4370 -0.3239 -0.5116 -0.5 0.9 -0.4
I -0.7203 -2.6137 1.7683 0.0 0.3 -0.2
H 1.1077 -1.3405 -0.4811 -1.5 -1.9 0.0
C 1.3448 -0.3534 -0.6693 1.3 1.8 0.4
```
Positions in Å, forces in eV/Å.